1.
128
Properties=species:S:1:pos:R:3:mulliken_charge:R:1 method="wB97M-V/def2-TZVPD" spin_multiplicity=1 homo_lumo_gap_ev=9.35 charge=+4 lumo_ev=-7.81
As 0.315 -0.734 -0.193 2.30
F -0.803 -0.940 1.187 -0.35
F -2.336 0.413 -3.437 -0.24
F 1.405 -0.266 -1.471 -0.50
F -3.180 -1.290 -4.697 -0.39
F -2.015 0.402 -5.734 -0.40
F 1.613 -1.107 0.940 -0.50
F -1.025 -0.239 -1.184 -0.66
F 0.394 0.936 0.360 -0.50
F 0.143 -2.405 -0.606 -0.36
F -4.087 0.837 -4.855 -0.37
O -6.584 -2.594 -1.045 -0.50
N -0.498 5.378 -4.251 0.22
N -0.574 -3.084 -4.422 0.45
N 2.179 -4.632 2.505 0.14
N -0.617 -4.962 -3.315 0.22
N 5.822 6.012 0.605 0.09
N 3.578 -3.232 3.391 0.16
N -1.783 -1.352 5.713 0.18
N -0.540 3.549 -3.033 0.34
N 3.975 4.853 0.536 0.27
N -4.368 -0.961 0.064 0.48
N -0.604 0.354 5.127 0.25
C -3.670 0.151 0.785 -0.54
C -0.117 6.693 -4.782 -0.58
C -4.582 -0.574 -1.388 -0.63
C -1.324 4.480 -4.884 -0.80
C -0.486 2.652 -1.892 -0.58
C -1.428 -3.937 -5.055 -0.20
C 1.386 -1.737 -5.182 -1.33
C 0.302 1.489 5.287 -0.88
C -0.017 4.787 -3.154 -0.22
C 4.452 -2.043 3.495 -0.84
C 3.156 2.519 0.939 -0.46
C 7.079 6.640 1.064 -0.81
C 1.308 6.684 -5.319 -0.95
C -3.524 -2.201 0.064 -0.74
C -0.281 -5.934 -2.276 -0.66
C -0.757 -0.590 6.066 -0.13
C 2.856 4.009 0.931 -0.89
C -1.352 3.372 -4.124 -0.46
C 4.922 5.352 1.330 -0.03
C 3.703 -0.732 3.485 -0.57
C -1.594 0.216 4.198 -0.62
C -1.425 -5.124 -4.422 -0.76
C -5.655 -1.264 0.803 -0.43
C -2.340 -0.866 4.543 -0.47
C -2.309 -2.449 6.550 -0.63
C 3.010 -3.629 2.241 -0.24
C 5.413 5.990 -0.710 -0.47
C 1.222 -5.230 1.583 -0.51
C -0.081 -3.733 -3.365 -0.62
C 4.224 5.328 -0.732 -0.34
C -1.584 -3.776 6.338 -0.98
C 2.186 -4.867 3.870 -0.48
C 3.059 -3.992 4.408 -0.39
C -0.124 -1.765 -4.872 0.38
C -6.384 -2.527 0.364 -0.67
B -2.891 0.097 -4.691 0.41
H -0.366 -1.008 -4.134 -0.54
H 2.566 4.340 1.933 0.32
H 4.340 -0.023 4.013 0.46
H 2.236 1.992 1.177 -0.09
H 1.713 -5.944 0.925 0.36
H -7.101 -3.392 -1.206 0.34
H -1.892 2.460 -4.328 0.71
H 0.426 2.059 -1.917 0.36
H -1.788 4.715 -5.826 0.47
H -1.853 -4.313 5.429 0.31
H -5.012 0.424 -1.403 0.37
H -0.578 -1.512 -5.824 0.38
H 0.581 -3.277 -2.652 0.72
H -3.373 -2.551 1.081 0.41
H 0.939 -4.446 0.869 -0.14
H 0.763 5.230 -2.560 0.49
H 4.971 5.253 2.402 0.41
H 3.552 2.125 0.004 0.37
H 1.786 -0.734 -5.047 0.42
H 4.977 -2.175 4.440 0.37
H -6.297 -0.384 0.753 0.51
H 1.928 6.599 -4.424 0.25
H -0.253 2.420 5.242 0.42
H -1.673 0.829 3.318 0.57
H 1.519 5.960 -6.100 0.32
H -3.424 -0.178 1.792 0.08
H -0.516 -3.557 6.227 0.27
H -1.103 -6.600 -2.037 0.36
H 2.848 -0.859 4.160 0.20
H -3.373 -2.500 6.331 0.39
H 5.942 6.473 -1.512 0.45
H 5.184 -2.118 2.693 0.36
H 3.545 5.139 -1.544 0.44
H 7.420 6.050 1.912 0.33
H 1.484 -5.609 4.210 0.56
H 3.914 2.349 1.707 0.38
H 0.126 -5.393 -1.427 0.03
H 1.661 -2.084 -6.177 0.35
H 0.534 -6.543 -2.674 0.39
H -0.173 -0.646 6.969 0.42
H 0.297 -5.512 2.070 0.38
H -4.420 0.936 0.874 0.48
H -1.927 -3.575 -5.941 0.51
H -5.349 -1.314 1.849 0.27
H 1.931 4.205 0.385 0.29
H -1.315 1.956 -1.983 -0.29
H -3.109 -1.461 4.086 0.52
H 7.812 6.661 0.269 0.34
H -5.819 -3.402 0.696 0.38
H 6.809 7.629 1.429 0.34
H 1.535 7.654 -5.763 0.39
H -3.943 -2.952 -0.602 0.44
H -1.969 -6.029 -4.624 0.48
H 1.186 1.404 4.658 0.23
H -2.183 -2.202 7.602 0.36
H -0.377 7.477 -4.071 0.34
H -2.791 0.509 0.262 -0.05
H -2.584 -1.936 -0.412 -0.05
H -0.869 6.900 -5.549 0.36
H -3.611 -0.594 -1.879 0.09
H 3.131 -3.091 1.315 0.50
H -7.387 -2.489 0.795 0.44
H -5.223 -1.303 -1.870 0.30
H -0.553 3.235 -0.977 0.46
H 0.757 1.451 6.280 0.36
H 3.350 -0.413 2.510 0.13
H -1.660 -4.439 7.196 0.40
H 3.385 -3.917 5.432 0.48
H 1.956 -2.384 -4.508 0.33

---

2.
23
Properties=species:S:1:pos:R:3:nbo_charge:R:1 method="wB97M-V/def2-TZVPD" spin_multiplicity=1 homo_lumo_gap_ev=10.90 e_above_lowest_kj_mol=112.4 charge=+1 lumo_ev=-2.74
O 0.886 0.687 2.513 -0.72
O 2.693 2.020 0.283 -0.95
N 0.295 0.884 -0.579 -0.74
N -1.585 -0.297 -2.240 -0.88
C -1.998 -1.117 -1.101 -0.22
C -0.850 -1.259 -0.065 -0.44
C -0.272 0.003 0.549 -0.06
C 0.912 -0.321 1.507 -0.08
H -0.295 0.598 -1.421 0.45
H -2.832 -0.560 -0.668 0.21
H 1.300 0.846 -0.709 0.46
H 3.498 1.515 0.474 0.48
H -1.014 0.638 1.030 0.23
H -2.163 0.521 -2.385 0.39
H -1.258 -1.782 0.818 0.24
H 2.384 1.981 1.221 0.49
H -0.070 1.816 -0.405 0.43
H -2.254 -2.152 -1.331 0.22
H -1.254 -0.657 -3.116 0.41
H -0.083 -1.916 -0.489 0.22
H 0.798 -1.338 1.903 0.20
H 1.326 0.286 3.268 0.49
H 1.835 -0.397 0.942 0.17

---

3.
59
Properties=species:S:1:pos:R:3:nbo_charge:R:1 method="wB97M-V/def2-TZVPD" spin_multiplicity=1 homo_lumo_gap_ev=7.13 charge=-1 lumo_ev=1.33
I 1.171 3.318 -3.967 0.06
S -1.184 -2.998 0.608 0.27
P 3.148 0.075 6.141 2.01
P 1.367 0.990 5.250 0.12
F -1.223 -3.778 5.953 -0.37
F -2.456 3.062 -9.480 -0.55
F -3.149 0.877 -9.871 -0.55
O -3.457 1.826 -7.712 -0.64
O 2.725 -0.625 7.615 -0.95
O -1.281 1.269 -8.453 -0.65
O 4.225 1.316 6.554 -0.98
O -0.468 0.652 -6.455 -0.59
O 3.857 -0.890 5.244 -1.07
O -3.139 1.337 -5.547 -0.60
N -0.472 0.236 0.211 -0.64
C 0.715 -2.200 5.674 -0.51
C 0.181 -3.686 5.858 0.05
C 0.649 -0.137 3.914 -0.34
C 0.312 0.422 2.567 0.01
C 1.175 0.390 -3.148 -0.67
C 0.417 -1.586 4.263 0.11
C 2.596 2.486 0.493 -0.25
C -0.472 -1.853 1.816 -0.17
C -1.112 -0.530 -0.840 0.07
C -2.031 -0.401 -3.293 -0.21
C -0.955 1.733 -2.219 -0.48
C -0.243 -0.439 1.464 0.14
C 0.634 1.757 -2.529 -0.29
C -2.161 -2.603 -2.017 -0.27
C -0.143 -2.425 3.161 -0.25
C -2.736 1.414 -6.685 0.68
C -1.368 1.063 -7.149 0.67
C 0.531 1.964 2.252 -0.50
C -1.389 0.219 -2.121 0.01
C -2.442 -1.836 -3.270 -0.20
C -1.504 -1.950 -0.842 -0.10
C 1.708 2.211 1.267 -0.04
B -2.595 1.769 -8.917 1.25
H 3.300 2.915 -0.261 0.26
H -2.917 -2.303 -4.171 0.23
H 0.564 0.089 -4.042 0.26
H 2.242 0.094 8.081 0.50
H -1.069 2.162 -1.186 0.22
H -2.445 -3.694 -1.990 0.22
H 0.564 2.600 3.173 0.24
H 0.595 -4.275 4.979 0.17
H 1.854 2.202 4.680 0.04
H -0.411 2.273 1.693 0.27
H 4.469 1.780 5.726 0.51
H -0.330 -3.526 3.317 0.23
H -2.209 0.248 -4.193 0.29
H 1.216 1.941 -1.576 0.21
H 0.173 -1.570 6.434 0.23
H 1.831 -2.256 5.832 0.26
H 0.724 -4.095 6.766 0.18
H 1.289 -0.431 -2.381 0.21
H 0.459 0.500 -0.145 0.40
H 2.224 0.598 -3.537 0.22
H -1.551 2.295 -2.987 0.26

---

4.
111
Properties=species:S:1:pos:R:3:mulliken_spin:R:1 method="wB97M-V/def2-TZVPD" spin_multiplicity=3 homo_lumo_gap_ev="6.22 / 5.09" e_above_lowest_kj_mol=0.0 charge=-1 s2=2.0125 lumo_ev="2.00 / 1.12"
Te -3.413 1.310 -2.929 0.86
Mo -0.622 -0.784 0.249 1.00
Se 4.286 4.281 -1.465 0.00
Se -1.080 1.694 0.593 0.03
Cl -1.040 -0.214 -2.131 0.14
S -2.084 -3.479 -1.759 0.01
S -1.850 -1.129 2.442 0.01
P -4.323 0.401 -0.865 0.06
P 0.850 2.720 0.293 -0.01
P 4.398 2.121 -1.454 0.00
O -4.806 1.528 0.197 -0.02
O -2.724 -2.473 -2.569 0.01
O -1.190 -4.459 -2.382 0.00
O -5.679 -0.437 -1.138 0.00
O -3.316 -0.389 -0.167 -0.05
N 3.323 -0.280 -0.981 0.00
N 1.313 -0.034 -0.097 -0.10
N 2.281 -0.943 -0.528 0.04
N -3.070 1.181 3.541 0.00
N -1.056 -2.762 -0.511 0.01
N 0.616 -1.992 1.589 -0.02
C 5.751 -0.394 -4.399 0.00
C -6.381 -1.113 -0.031 0.00
C 5.662 0.383 -5.556 0.00
C 0.456 -3.302 1.321 -0.01
C -7.693 -0.372 0.300 0.00
C -0.665 -5.122 0.146 0.01
C 1.125 -4.263 2.180 0.01
C -5.654 -5.392 0.357 0.00
C 0.533 5.633 -3.221 0.00
C 5.338 0.121 -3.172 0.00
C 1.390 -1.554 2.600 -0.01
C 3.042 1.095 -0.880 0.00
C 4.835 1.435 -3.074 0.00
C -3.728 -3.867 0.431 0.00
C -2.574 0.251 3.044 0.00
C -4.808 -4.506 1.061 0.00
C 0.783 3.121 3.060 0.00
C 0.775 -5.626 2.025 0.00
C 3.225 4.486 3.063 0.00
C 5.477 1.421 0.982 0.00
C 5.099 1.655 -5.462 0.00
C 1.753 1.284 -0.304 0.06
C -4.988 2.962 0.190 0.02
C 7.072 1.389 -0.848 0.00
C -0.050 -6.035 1.009 0.00
C 5.754 1.607 -0.376 0.00
C -5.348 -5.671 -0.992 0.00
C 0.705 5.233 -0.861 0.00
C -0.459 -3.741 0.279 -0.02
C -5.283 3.311 1.643 0.00
C 7.779 0.790 1.396 0.00
C 2.681 4.079 1.869 0.00
C 1.299 3.624 4.252 0.00
C 0.809 3.859 -1.085 -0.01
C 1.461 3.361 1.844 0.01
C 8.064 0.948 0.031 0.00
C -4.236 -5.102 -1.610 0.00
C -6.852 -6.031 1.006 0.00
C 2.543 4.234 4.260 0.00
C 2.124 -2.422 3.409 0.00
C 0.698 3.376 -2.418 -0.01
C 0.597 4.277 -3.459 -0.01
C -3.396 -4.241 -0.878 0.00
C 0.591 6.135 -1.916 0.00
C 2.019 -3.792 3.155 0.00
C 6.477 1.025 1.850 0.00
C 4.742 2.219 -4.214 0.00
H -5.260 4.392 1.798 0.00
H -4.563 2.815 2.328 0.00
H -6.570 -2.115 -0.441 0.00
H 8.556 0.465 2.101 0.00
H 4.378 3.230 -4.154 0.00
H -3.202 -3.083 0.957 0.00
H -4.034 -5.332 -2.623 0.00
H -0.268 -7.107 0.916 0.00
H 0.557 3.890 -4.471 0.00
H -6.978 -5.668 2.040 0.00
H -5.812 3.248 -0.506 0.00
H -5.707 -1.191 0.827 0.00
H -7.766 -5.805 0.431 0.00
H 0.778 3.521 5.213 0.00
H 1.373 -0.510 2.833 -0.01
H 6.010 0.004 -6.500 0.00
H 3.215 4.283 0.925 0.00
H -8.382 -0.423 -0.573 0.00
H 2.936 4.563 5.218 0.00
H 0.398 6.323 -4.052 0.00
H 2.658 -4.513 3.652 0.00
H 4.478 1.621 1.384 0.00
H 6.097 -1.410 -4.438 0.00
H -6.741 -7.157 0.994 0.00
H 9.051 0.740 -0.361 0.00
H -4.042 3.401 -0.192 -0.01
H 1.162 -6.354 2.730 0.00
H -6.307 2.939 1.909 0.00
H -1.230 -5.486 -0.713 0.00
H 0.724 5.615 0.144 0.00
H -4.962 -4.351 2.128 0.00
H -8.182 -0.813 1.187 0.00
H 2.651 -1.999 4.246 0.00
H 7.369 1.591 -1.857 0.00
H 6.235 0.865 2.893 0.00
H 4.895 2.186 -6.377 0.00
H 0.643 2.299 -2.643 0.01
H -7.514 0.696 0.490 0.00
H 5.434 -0.490 -2.286 0.00
H -6.006 -6.306 -1.571 0.00
H 4.162 5.043 3.060 0.00
H 0.558 7.208 -1.693 0.00
H -0.148 2.543 3.115 0.00

---

5.
9
Properties=species:S:1:pos:R:3:nbo_charge:R:1 method="wB97M-V/def2-TZVPD" spin_multiplicity=1 homo_lumo_gap_ev="7.58 / 7.04" e_above_lowest_kj_mol=308.7 lumo_ev="-0.64 / -0.99" smiles="C=P#CC"
P -0.358 0.873 -0.385 0.69
C -1.959 1.122 -1.102 -0.75
C 1.405 -1.033 0.965 -0.73
C 0.240 -0.562 0.157 -0.34
H 1.163 -1.271 2.014 0.24
H -2.184 1.032 -2.164 0.21
H -2.225 2.154 -0.840 0.20
H 2.271 -0.278 0.745 0.24
H 1.647 -2.038 0.610 0.24

---

6.
139
Properties=species:S:1:pos:R:3:mulliken_charge:R:1 method="wB97M-V/def2-TZVPD" spin_multiplicity=1 homo_lumo_gap_ev=1.57 e_above_lowest_kj_mol=1041.2 charge=-1 lumo_ev=-5.39
S 0.777 3.433 7.734 1.02
S -0.939 1.958 8.314 1.04
S -1.469 -1.084 1.462 1.02
S -1.683 -0.382 -0.744 1.00
Al -1.731 4.046 3.007 0.97
F -1.989 1.000 7.518 -0.29
F 0.998 4.578 6.568 -0.35
F -1.081 0.979 -1.360 -0.25
F -1.655 -0.594 2.998 -0.33
O -0.158 -1.605 1.741 -0.59
O -3.464 -9.442 -0.929 -0.53
O -0.694 -1.405 -1.149 -0.53
O 5.137 3.892 -2.921 -0.35
O -5.887 2.146 3.322 -0.22
O -0.634 5.816 -1.533 -0.52
O 1.954 2.597 7.579 -0.57
O 0.607 4.234 8.971 -0.58
O -2.592 -1.983 1.381 -0.57
O 10.215 -2.799 1.681 -0.34
O 1.025 -2.767 -6.361 -0.31
O 2.900 3.393 2.226 -0.17
O -0.289 6.844 -3.300 -0.50
O -0.019 0.930 8.764 -0.54
O -6.835 5.110 -7.381 -0.32
O 1.115 6.910 -1.807 -0.50
O -2.977 -0.390 -1.344 -0.56
O -1.912 2.518 9.267 -0.58
O -0.136 -4.901 7.449 -0.39
N -5.387 3.041 0.771 -0.57
N 7.876 -2.857 0.337 -0.78
N -4.765 5.235 -4.237 -0.62
N 0.998 -4.917 -4.426 -0.70
N 5.352 6.583 -4.257 -0.81
N 0.086 6.523 -2.186 1.24
N -3.266 -3.466 9.062 -0.69
N -1.638 0.289 0.860 -0.19
N -0.478 2.991 7.048 -0.14
C 5.214 5.250 -4.870 1.03
C -6.425 1.849 4.605 -0.79
C -1.748 -4.861 9.979 -1.48
C -1.532 -4.564 7.489 -0.62
C -6.748 2.550 1.105 0.28
C -8.075 5.642 -7.841 -0.76
C -3.953 -7.014 -0.467 -1.00
C 3.599 2.144 2.571 -0.43
C 6.552 -3.170 2.234 -1.33
C -7.349 1.881 -0.158 -1.34
C 2.125 -4.786 -5.408 0.38
C 2.001 -5.922 -6.421 -1.43
C 2.226 -3.270 -5.801 -0.77
C 7.833 -2.494 1.720 0.29
C 0.778 -3.844 7.420 -0.79
C -3.305 -8.084 -1.427 -0.17
C 5.935 5.471 -6.167 -1.53
C 5.942 4.198 -4.010 -1.00
C -6.674 1.518 2.291 -0.86
C -1.881 -3.850 8.844 0.58
C 9.042 -3.116 2.445 -0.74
C 3.937 3.171 -3.246 -0.70
C -5.125 5.041 -5.636 0.34
C 1.128 -1.359 -6.514 -0.69
C -4.692 3.561 -5.920 -1.24
C -6.598 5.323 -6.013 -0.75
C 11.505 -3.315 2.078 -0.75
H 6.503 -3.094 3.321 0.34
H 1.818 -6.938 -6.072 0.40
H 7.933 -1.412 1.804 0.33
H -7.257 4.741 -5.369 0.33
H 3.080 -3.180 -6.472 0.35
H -6.911 6.357 -5.864 0.47
H 1.284 -5.744 -7.223 0.29
H -1.700 -3.818 6.713 0.38
H 9.052 -4.204 2.507 0.35
H 3.527 2.567 -2.436 0.25
H 2.451 -2.747 -4.871 0.43
H -5.214 6.134 -4.139 0.22
H -3.915 -4.214 9.259 0.24
H -7.269 3.396 1.555 0.25
H 1.526 -0.974 -5.575 0.30
H 7.827 -3.865 0.322 0.29
H -3.285 -10.061 -1.641 0.29
H -8.404 4.856 -8.520 0.24
H 6.445 -4.239 2.052 0.35
H -6.857 0.932 -0.369 0.35
H -5.517 2.915 -5.619 0.29
H 1.363 -3.904 8.338 0.28
H 6.241 7.038 -4.405 0.24
H -3.793 5.398 -4.014 0.23
H 6.882 4.932 -6.168 0.32
H 4.028 2.113 3.572 0.31
H 11.524 -4.398 1.953 0.30
H 3.031 -6.074 -6.744 0.36
H 4.182 2.507 -4.075 0.34
H -4.600 5.794 -6.224 0.25
H 0.120 -0.990 -6.705 0.25
H -8.397 1.647 0.029 0.34
H -3.602 -3.014 8.224 0.24
H 11.668 -3.085 3.130 0.29
H -3.916 -6.046 -0.966 0.32
H -7.712 1.255 2.495 0.41
H 3.078 3.776 -3.538 0.22
H -8.796 5.744 -7.030 0.37
H 6.146 3.256 -4.519 0.43
H -2.235 -7.875 -1.445 0.23
H 5.351 5.021 -6.970 0.34
H -2.109 -5.440 7.194 0.30
H -7.382 2.370 4.636 0.32
H -4.714 3.542 -7.009 0.31
H 0.415 -2.840 7.200 0.35
H -4.991 -7.204 -0.192 0.31
H -7.803 6.533 -8.408 0.24
H 3.027 -4.838 -4.799 0.32
H 0.186 -4.820 -5.019 0.29
H -3.669 -8.034 -2.453 0.29
H -5.713 2.304 5.294 0.22
H -1.162 -3.045 8.996 0.28
H 0.985 -4.084 -3.854 0.23
H -6.459 0.779 4.811 0.30
H 4.801 7.233 -4.798 0.27
H 4.161 5.088 -5.099 0.26
H 6.193 6.497 -6.432 0.39
H -4.921 2.157 0.626 0.24
H -1.924 -4.392 10.947 0.35
H -0.820 -5.428 10.038 0.34
H 9.091 -2.901 3.512 0.44
H -7.368 2.416 -1.108 0.42
H 1.582 -3.954 6.693 0.26
H 1.863 -1.012 -7.240 0.29
H -2.491 -5.650 9.857 0.37
H 4.565 2.205 2.069 0.28
H 6.938 4.449 -3.646 0.32
H -3.795 3.194 -5.421 0.40
H -6.324 0.530 1.993 0.40
H 3.141 1.168 2.411 0.30
H 8.867 -2.751 0.177 0.36
H 12.313 -2.814 1.545 0.24
H -3.436 -6.943 0.490 0.27
H 5.695 -2.621 1.843 0.35
H -5.493 3.394 -0.169 0.24

---

7.
17
Properties=species:S:1:pos:R:3:nbo_charge:R:1 method="wB97M-V/def2-TZVPD" spin_multiplicity=1 homo_lumo_gap_ev=9.63 e_above_lowest_kj_mol=84.5 lumo_ev=0.74 smiles="NC(=O)Nc1ccccn1"
O 2.631 -0.115 0.044 -0.57
N 0.194 0.872 -0.875 -0.42
N 0.616 -1.165 0.082 -0.67
N 2.529 -2.417 0.007 -0.87
C -1.875 2.183 -0.305 -0.28
C 2.020 -1.102 0.078 0.80
C -1.361 0.139 0.797 -0.26
C -0.690 1.931 -1.068 0.06
C -0.219 -0.007 0.003 0.36
C -2.148 1.216 0.573 -0.17
H -1.528 -0.814 1.530 0.21
H 0.272 -1.899 0.772 0.38
H -2.432 2.961 -0.413 0.21
H -2.889 1.369 1.236 0.21
H -0.314 2.501 -1.967 0.20
H 3.458 -2.458 -0.249 0.40
H 1.736 -3.195 -0.245 0.40

---

Number 1: electronic energy -144519.8975 eV. Number 2: electronic energy -11460.0930 eV. Number 3: electronic energy -85324.5847 eV. Number 4: electronic energy -270521.0362 eV. Number 5: electronic energy -12475.4391 eV. Number 6: electronic energy -142312.6237 eV. Number 7: electronic energy -12852.2010 eV.